[1]
{
  "formula": "C35H41BrF4MnN2PSi3",
  "method": "wB97M-V/def2-TZVPD",
  "e_above_lowest_kcal_mol": 11.11,
  "orbital_gap_ev": [5.26, 5.54],
  "e_tot_ha": -6802.29955,
  "s2": 8.77,
  "total_charge": -1,
  "e_homo_ev": [-3.27, -3.58],
  "spin_multiplicity": 6,
  "lumo_energy_ev": [1.99, 1.96],
  "elements": ["Br", "Mn", "P", "Si", "Si", "Si", "F", "F", "F", "F", "N", "N", "C", "C", "C", "C", "C", "C", "C", "C", "C", "C", "C", "C", "C", "C", "C", "C", "C", "C", "C", "C", "C", "C", "C", "C", "C", "C", "C", "C", "C", "C", "C", "C", "C", "C", "C", "H", "H", "H", "H", "H", "H", "H", "H", "H", "H", "H", "H", "H", "H", "H", "H", "H", "H", "H", "H", "H", "H", "H", "H", "H", "H", "H", "H", "H", "H", "H", "H", "H", "H", "H", "H", "H", "H", "H", "H", "H"],
  "coordinates": [[0.69721, 3.50870, -0.91716], [-0.57068, 0.16307, -0.42210], [1.94927, 0.56374, -0.34700], [-1.18416, -2.17276, -2.70912], [-1.27315, -2.13070, 4.05703], [-2.32620, 2.65968, 0.79941], [4.74923, 0.91431, 1.19409], [5.56731, 3.05833, 2.49326], [4.24107, 5.41217, 2.28329], [2.07589, 5.59745, 0.69313], [-2.14442, 1.44473, -0.36865], [-1.61644, -0.73991, -1.92276], [-4.94426, 0.30898, -3.31780], [3.60026, 0.56041, -4.67519], [-0.95324, -1.43206, 2.44036], [2.73185, -0.87529, 0.45037], [2.21019, 3.28161, 0.17012], [4.45620, 3.13529, 1.75263], [-3.04981, -1.90322, 4.53468], [-0.85920, -3.94255, 4.06997], [2.23911, 0.42882, -4.44636], [-5.22081, 1.39568, -2.51950], [2.97355, -2.16275, 2.47433], [3.97553, 0.67507, -2.30602], [-0.74543, -0.93479, 1.33859], [-3.74617, -0.39228, -3.12474], [2.84776, 2.04909, 0.30323], [4.47317, 0.68577, -3.59919], [-3.75806, 2.33099, 1.95143], [-2.52532, 4.38965, 0.10212], [3.98242, 2.00928, 1.07978], [-0.78450, 2.72353, 1.88746], [-0.21112, -1.27714, 5.33099], [2.67774, 4.41259, 0.82118], [0.45527, -2.76532, -1.99105], [-2.81836, -0.04475, -2.14637], [3.50272, -1.81046, -0.22931], [-3.10481, 1.08883, -1.32418], [2.44940, -1.06953, 1.80095], [-0.92985, -1.99494, -4.56769], [1.74068, 0.41943, -3.14625], [3.75456, -3.08795, 1.79434], [3.79269, 4.32965, 1.63404], [2.60596, 0.53295, -2.06401], [-2.39638, -3.57688, -2.47257], [-4.29663, 1.77503, -1.53739], [4.01087, -2.91617, 0.44101], [-3.71095, -2.23284, 3.73019], [-1.86422, -2.09516, -5.12576], [1.55252, 0.33203, -5.27702], [-6.13788, 1.95954, -2.64650], [-4.52236, 2.63702, -0.91965], [-2.54700, 5.13620, 0.90538], [-3.53717, -1.24572, -3.76040], [-5.63797, -0.00404, -4.08965], [2.74965, -2.30501, 3.52346], [-1.98462, -4.49823, -2.90101], [-3.43790, 4.50072, -0.48875], [0.66847, 0.31255, -2.99935], [4.66344, 0.77452, -1.47261], [3.69980, -1.69144, -1.28686], [4.60007, -3.64576, -0.09977], [-3.57955, 1.36690, 2.43993], [-1.67617, 4.62183, -0.54652], [1.79811, -0.37928, 2.32504], [0.60718, -2.34112, -0.99242], [-1.49044, -4.48258, 3.35956], [5.53707, 0.79438, -3.76921], [1.30922, -2.48725, -2.61705], [0.47117, -3.85343, -1.86901], [-0.46610, -0.21497, 5.38455], [4.14936, -3.95120, 2.31594], [-3.25897, -0.84669, 4.72351], [-0.35616, -1.71750, 6.32296], [0.84939, -1.35210, 5.07658], [-0.23936, -2.76729, -4.92712], [-0.50347, -1.01701, -4.81132], [-0.03106, 1.99161, 1.58107], [-3.28996, -2.47019, 5.43976], [0.18128, -4.09084, 3.76637], [3.98414, 0.56861, -5.68811], [-0.32179, 3.71742, 1.86862], [-2.57537, -3.74364, -1.40643], [-1.04143, 2.48369, 2.92399], [-3.35882, -3.38053, -2.94929], [-0.99900, -4.37993, 5.06366], [-3.84171, 3.10306, 2.72535], [-4.71239, 2.26831, 1.42453]],
  "forces_ev_per_angstrom": [[0.297, -0.121, -0.290], [-0.857, -0.233, 0.214], [0.510, -0.195, -0.835], [0.127, -0.230, 0.047], [0.092, 0.017, 0.036], [-0.029, -0.101, 0.119], [-0.223, 0.025, -0.017], [-0.144, 0.011, -0.081], [-0.090, -0.217, -0.166], [0.049, -0.131, 0.017], [-0.169, 0.096, -0.600], [-0.268, 0.721, -0.170], [0.239, -0.182, -0.013], [-0.050, -0.004, 0.055], [0.061, 0.162, -0.431], [0.027, 0.144, 0.137], [-0.048, 0.706, -0.004], [0.167, -0.501, -0.058], [-0.379, 0.050, 0.138], [0.095, -0.351, -0.008], [0.054, -0.006, 0.060], [0.165, 0.122, 0.221], [-0.019, 0.038, -0.097], [0.053, 0.046, -0.011], [0.234, -0.146, 0.466], [-0.191, -0.020, -0.126], [-0.663, -0.527, 0.090], [-0.093, -0.007, 0.021], [-0.215, -0.034, 0.237], [-0.100, 0.312, -0.126], [0.784, 0.267, 0.368], [0.160, -0.022, 0.216], [0.142, 0.130, 0.244], [-0.131, -0.136, -0.130], [0.125, 0.077, 0.102], [0.321, -0.249, -0.065], [0.059, -0.094, -0.042], [0.519, 0.156, 0.314], [0.055, -0.021, 0.116], [0.064, -0.040, -0.243], [-0.072, -0.072, -0.104], [-0.010, 0.031, -0.024], [0.064, 0.493, 0.198], [0.200, 0.170, 0.095], [-0.162, -0.235, 0.010], [-0.294, 0.062, -0.094], [-0.073, 0.070, 0.015], [0.007, -0.008, 0.037], [0.036, 0.026, -0.001], [-0.004, -0.002, -0.008], [0.008, 0.008, 0.020], [0.002, -0.028, -0.014], [0.005, -0.053, -0.055], [-0.014, 0.029, -0.014], [0.020, -0.023, 0.000], [-0.017, 0.004, 0.014], [-0.058, 0.026, 0.030], [0.051, 0.027, 0.027], [0.022, 0.019, 0.120], [-0.029, -0.012, -0.009], [-0.005, -0.012, 0.032], [0.002, 0.002, -0.001], [-0.051, 0.051, -0.004], [-0.203, 0.119, 0.046], [-0.005, -0.026, -0.020], [0.022, -0.057, 0.006], [0.032, -0.007, 0.034], [-0.005, -0.003, 0.011], [-0.010, 0.017, 0.042], [-0.018, 0.054, -0.068], [0.030, -0.041, 0.013], [0.000, 0.006, -0.005], [-0.030, -0.044, -0.014], [0.027, 0.052, -0.018], [-0.013, -0.003, 0.014], [-0.051, 0.056, -0.019], [-0.008, -0.048, -0.007], [-0.019, 0.008, 0.053], [-0.036, 0.047, -0.022], [-0.045, -0.030, 0.021], [-0.016, 0.003, 0.012], [-0.053, -0.087, 0.052], [0.012, -0.002, -0.040], [0.012, 0.018, -0.037], [0.001, -0.029, 0.039], [0.012, -0.012, -0.052], [-0.001, -0.059, -0.035], [0.006, -0.013, 0.018]]
}


[2]
{
  "formula": "C35H41ClCoN5O",
  "method": "wB97M-V/def2-TZVPD",
  "e_above_lowest_kcal_mol": 21.77,
  "orbital_gap_ev": [6.10, 6.85],
  "e_tot_ha": -3550.21729,
  "s2": 6.03,
  "e_homo_ev": [-6.35, -7.23],
  "spin_multiplicity": 5,
  "lumo_energy_ev": [-0.25, -0.38],
  "elements": ["Co", "Cl", "O", "N", "N", "N", "N", "N", "C", "C", "C", "C", "C", "C", "C", "C", "C", "C", "C", "C", "C", "C", "C", "C", "C", "C", "C", "C", "C", "C", "C", "C", "C", "C", "C", "C", "C", "C", "C", "C", "C", "C", "C", "H", "H", "H", "H", "H", "H", "H", "H", "H", "H", "H", "H", "H", "H", "H", "H", "H", "H", "H", "H", "H", "H", "H", "H", "H", "H", "H", "H", "H", "H", "H", "H", "H", "H", "H", "H", "H", "H", "H", "H", "H"],
  "coordinates": [[-0.11756, 0.10603, 0.17307], [-1.99573, -0.02837, -7.17563], [-4.39265, -6.05448, -1.32790], [-0.36110, -4.02092, -0.96744], [-0.18190, 1.11321, -1.57857], [-0.47577, -2.00360, -0.05739], [-0.88300, 0.78464, 1.52431], [-1.62991, -3.77338, -0.61049], [-3.94858, -2.51868, -2.64665], [-1.29956, 1.30629, -2.31576], [-1.74920, -3.66510, -4.51803], [-1.26022, 1.95474, -3.58049], [-1.50835, 1.40947, 2.60272], [-5.77203, -4.15569, -2.97689], [1.81633, 0.46085, 0.01536], [-0.55745, 1.49617, 3.81369], [-2.52949, 0.86318, -1.80935], [-3.63006, -4.95989, -1.84938], [-2.95389, -5.49801, -3.13722], [-1.95604, 2.83497, 2.20856], [-2.50559, -3.68258, -5.68665], [-1.63977, -4.89365, -3.65743], [2.13559, 1.15810, -1.17508], [0.30378, -2.94758, -0.63378], [-3.65951, 1.70149, -3.75663], [3.47414, 1.44726, -1.45667], [-1.11904, -1.38424, -5.01677], [4.47714, 0.99673, -0.62121], [-1.67878, -2.55790, -0.04243], [-5.23747, -3.38857, -0.68888], [-2.75665, 0.58416, 2.99593], [2.83414, 0.08389, 0.87319], [-4.61412, -3.75449, -2.04402], [0.01062, 2.37347, -4.05064], [4.16689, 0.30108, 0.53559], [1.03104, 1.48608, -2.05444], [-1.89721, -1.42145, -6.16116], [1.13392, 2.11349, -3.30271], [-1.05013, -2.50406, -4.20740], [-3.69065, 1.06026, -2.52071], [-2.61747, -4.81576, -0.67244], [-2.46186, 2.14100, -4.27927], [-2.59020, -2.57135, -6.50447], [-2.63108, 2.78572, 1.35705], [-3.26220, 1.04200, 3.84155], [-3.74958, -2.66002, -3.70279], [-4.57996, 1.85521, -4.29997], [-0.96258, -4.70839, -2.82699], [-5.58643, -4.28255, -0.17730], [-3.01403, -2.26694, -2.15823], [-0.43437, -2.46637, -3.32086], [-5.41982, -4.43579, -3.96629], [-0.23864, 0.49934, 4.10865], [-1.08821, 3.42837, 1.93276], [0.31908, 2.08227, 3.54945], [-4.63189, 0.72260, -2.11375], [2.10393, 2.41801, -3.66331], [-4.61518, -1.66576, -2.55026], [0.07893, 2.89598, -4.99494], [3.72517, 2.03031, -2.33016], [-1.17210, -5.66657, -4.27597], [-2.73572, -6.54534, -2.90375], [-6.43737, -3.30501, -3.10263], [-4.96931, -6.38606, -2.02492], [-3.22408, -4.77277, 0.23411], [4.95582, -0.06496, 1.18073], [-2.45999, -0.42771, 3.26416], [-0.57430, -0.48858, -4.76396], [-2.54933, -2.10661, 0.38443], [2.60824, -0.41517, 1.80861], [-3.44595, 0.54519, 2.15488], [-2.46772, 3.31235, 3.04080], [-2.44043, 2.62939, -5.24269], [-1.07114, 1.97025, 4.64616], [-3.69161, -5.50489, -3.94057], [-3.03908, -4.57929, -5.96841], [5.51129, 1.19939, -0.86523], [-3.18261, -2.59642, -7.40578], [1.36030, -2.84413, -0.78115], [-2.52602, 0.37483, -0.83817], [-2.06117, -5.75708, -0.65550], [-6.36208, -4.97116, -2.56371], [-6.08812, -2.72891, -0.84209], [-4.53021, -2.87004, -0.04953]],
  "forces_ev_per_angstrom": [[0.117, -0.880, 0.246], [-0.009, 0.253, -0.210], [-0.111, -0.182, 0.143], [0.644, -0.575, -0.112], [0.982, 0.498, -1.125], [-0.596, 0.117, 0.030], [-0.418, -0.012, 0.109], [0.263, 0.999, 0.351], [-0.132, -0.189, 0.035], [0.157, 0.383, -0.533], [0.220, 0.012, -0.135], [0.245, -0.094, 0.405], [-0.412, 0.264, 0.561], [0.288, -0.028, 0.133], [-0.056, 0.220, -0.375], [-0.283, 0.022, -0.283], [-0.598, -0.176, 0.083], [0.143, 0.249, -0.314], [0.137, 0.082, 0.132], [0.116, -0.390, 0.070], [0.097, 0.019, 0.103], [-0.105, -0.048, -0.062], [1.260, -0.551, 1.054], [-0.275, -0.067, -0.001], [0.399, 0.382, -0.616], [-0.410, 0.167, -0.308], [-0.074, 0.070, -0.101], [0.301, 0.106, -0.089], [0.357, -0.124, -0.093], [0.084, -0.168, -0.182], [0.298, 0.278, -0.046], [0.647, -0.012, -0.225], [-0.081, -0.023, 0.083], [0.211, -0.250, 0.493], [-0.193, -0.040, 0.260], [-1.813, -0.518, 0.689], [0.000, -0.223, 0.246], [-0.332, 0.508, -0.800], [-0.017, -0.137, -0.077], [0.465, -0.241, 0.635], [-0.734, -0.819, -0.022], [-0.595, -0.057, -0.059], [-0.017, 0.086, -0.036], [-0.071, 0.020, -0.107], [-0.151, 0.029, 0.186], [0.007, 0.085, -0.070], [-0.029, 0.024, -0.098], [0.019, -0.104, -0.257], [-0.046, -0.015, 0.098], [0.099, 0.122, -0.001], [0.055, -0.035, 0.140], [0.005, -0.027, -0.129], [0.051, -0.096, 0.039], [0.083, 0.087, -0.040], [0.109, 0.041, -0.005], [-0.088, -0.029, 0.049], [0.057, 0.012, -0.040], [-0.111, 0.104, 0.042], [0.047, -0.024, -0.091], [0.203, 0.033, -0.161], [0.013, -0.022, 0.081], [-0.066, 0.072, 0.002], [-0.070, 0.097, 0.006], [0.075, 0.012, 0.029], [0.163, 0.001, -0.030], [0.087, 0.056, 0.016], [0.013, -0.111, 0.029], [0.061, 0.112, 0.027], [-0.283, 0.075, 0.066], [-0.070, -0.050, 0.019], [-0.093, -0.035, -0.099], [-0.077, 0.131, 0.109], [0.022, 0.049, -0.089], [0.015, 0.079, 0.233], [-0.045, -0.076, -0.029], [-0.060, -0.115, -0.030], [0.033, 0.022, -0.038], [-0.045, 0.027, -0.091], [0.201, 0.092, -0.068], [-0.084, 0.116, -0.038], [-0.076, 0.162, 0.104], [-0.125, -0.060, 0.026], [-0.056, 0.119, -0.009], [0.060, 0.108, 0.166]]
}